P | C44H49N5O8Zr as an isolated structure. Source: the OMol25 dataset; level of theory: ωB97M-V/def2-TZVPD.

XYZ file:
```
107
Properties=species:S:1:pos:R:3:lowdin_charge:R:1
Zr 0.5880 -1.0749 -0.1606 1.914
C 1.7134 -3.2434 0.8813 -0.275
C 0.5304 -2.9662 1.6026 -0.284
C 0.7213 -1.7320 2.2937 -0.305
C 2.0058 -1.2446 1.9629 -0.300
C 2.6124 -2.1709 1.0826 -0.282
C 4.0273 -2.1399 0.5970 -0.025
C 2.6675 -0.0428 2.5621 -0.018
C -0.1019 -1.2142 3.4350 -0.030
C -0.5778 -3.9372 1.8851 -0.021
C 2.0653 -4.5016 0.1491 -0.016
H 4.1235 -2.5901 -0.3911 0.080
H 4.6674 -2.7101 1.2770 0.093
H 4.4223 -1.1256 0.5513 0.072
H 3.2927 0.4825 1.8369 0.078
H 3.3110 -0.3373 3.3965 0.092
H 1.9323 0.6686 2.9350 0.077
H -0.1941 -0.1273 3.4096 0.070
H 0.3773 -1.4791 4.3826 0.095
H -1.1059 -1.6395 3.4445 0.066
H -0.3311 -4.5402 2.7641 0.096
H -0.7508 -4.6275 1.0594 0.065
H -1.5195 -3.4311 2.0923 0.055
H 2.3336 -4.3155 -0.8924 0.074
H 1.2519 -5.2281 0.1721 0.073
H 2.9280 -4.9756 0.6242 0.093
O 0.4797 -0.1601 -3.6885 0.113
C -0.2744 -0.5384 -2.8226 -0.566
O -0.3944 -0.0083 -1.6213 -0.182
C -1.1932 -1.7496 -3.0418 -0.083
C -2.1650 -1.9065 -1.8803 -0.246
C -3.1804 -3.0198 -2.1451 -0.083
C -2.3435 -4.2903 -1.8904 -0.083
C -0.9658 -3.6907 -1.6562 -0.230
O -1.2802 -2.5024 -0.8758 -0.193
C -0.3935 -3.0903 -2.9556 -0.072
C 1.1044 -2.9285 -2.7435 -0.567
O 1.9349 -3.4956 -3.4152 0.102
O 1.3789 -2.2077 -1.6889 -0.216
H -1.6893 -1.6327 -4.0053 0.163
H -2.5675 -0.9749 -1.4921 0.150
H -3.5559 -2.9585 -3.1660 0.122
H -4.0336 -2.9533 -1.4714 0.109
H -2.3442 -4.9919 -2.7227 0.123
H -2.6821 -4.8168 -0.9973 0.116
H -0.2680 -4.3146 -1.1047 0.136
H -0.5536 -3.7413 -3.8142 0.161
C 2.4531 1.5591 -7.9606 -0.085
O 1.5551 1.9257 -6.9330 -0.077
C 2.0190 2.7398 -5.9469 -0.271
C 3.2910 3.3055 -5.9266 -0.015
C 3.6458 4.1391 -4.8734 -0.040
C 2.7744 4.3671 -3.8228 -0.297
C 1.4897 3.8201 -3.8639 -0.013
C 1.1155 3.0178 -4.9180 0.016
N 3.2255 5.2807 -2.8106 0.066
N 2.9697 5.1244 -1.6139 0.067
C 2.3720 3.9334 -1.0781 -0.239
C 1.3664 4.1650 -0.1708 -0.019
C 0.6667 3.1251 0.4627 0.019
C 1.0091 1.8135 0.2186 -0.328
O 0.4267 0.7690 0.7704 -0.259
C 2.0855 1.5548 -0.6881 -0.133
N 2.3496 0.2340 -0.9211 0.043
C 3.3097 -0.0825 -1.7592 -0.093
C 4.1566 0.8843 -2.3217 -0.006
C 3.9128 2.2052 -2.0875 0.020
C 2.7914 2.5918 -1.3147 -0.087
H 1.9063 0.8844 -8.6146 0.092
H 3.3272 1.0412 -7.5554 0.096
H 2.7810 2.4314 -8.5336 0.093
H 3.9984 3.1254 -6.7207 0.100
H 4.6182 4.6139 -4.8553 0.114
H 0.7833 4.0197 -3.0702 0.120
H 0.1337 2.5647 -4.9500 0.122
H 1.0989 5.1932 0.0316 0.115
H -0.1339 3.3473 1.1561 0.114
H 3.4146 -1.1327 -1.9974 0.113
H 4.9805 0.5685 -2.9445 0.113
H 4.5694 2.9569 -2.4953 0.114
C -4.5733 3.8790 5.6115 -0.069
C -3.1890 3.2539 5.5340 -0.199
N -3.1856 1.9651 4.8444 -0.055
C -2.9910 0.7723 5.6525 -0.211
C -4.1951 0.4254 6.5150 -0.070
C -3.2011 1.9978 3.4872 -0.418
O -3.1776 3.0455 2.8611 0.077
C -3.2389 0.6947 2.7431 -0.111
C -4.2389 -0.2545 2.8798 -0.008
C -4.1765 -1.3968 2.0989 -0.030
C -3.0993 -1.5584 1.2422 -0.139
N -2.1271 -0.6551 1.1030 0.094
C -2.2222 0.4585 1.8232 -0.065
H -4.5275 4.8293 6.1425 0.076
H -5.2735 3.2288 6.1355 0.065
H -4.9532 4.0677 4.6096 0.074
H -2.7812 3.0839 6.5322 0.118
H -2.5142 3.9248 5.0002 0.121
H -2.1176 0.9418 6.2910 0.123
H -2.7376 -0.0596 4.9985 0.103
H -4.3992 1.2083 7.2447 0.069
H -4.0116 -0.4994 7.0605 0.077
H -5.0893 0.2948 5.9059 0.068
H -5.0627 -0.0944 3.5638 0.117
H -4.9414 -2.1589 2.1561 0.109
H -2.9983 -2.4579 0.6515 0.094
H -1.4437 1.1920 1.6667 0.108
```

Calculated values
Charge   0
Gap between HOMO and LUMO   7.3 eV

=====

Q | C44H49N5O8Zr as an isolated structure. Source: the OMol25 dataset; level of theory: ωB97M-V/def2-TZVPD.

XYZ file:
```
107
Properties=species:S:1:pos:R:3:lowdin_charge:R:1
Zr -0.4988 -0.0363 -1.2868 1.938
C -2.2714 0.5815 -3.1535 -0.279
C -2.2653 1.6432 -2.2191 -0.279
C -2.7679 1.1390 -0.9830 -0.297
C -3.0715 -0.2299 -1.1632 -0.291
C -2.7447 -0.5790 -2.4952 -0.287
C -3.0104 -1.8867 -3.1695 -0.025
C -3.6919 -1.1365 -0.1483 -0.019
C -3.1433 1.9359 0.2287 -0.031
C -2.0118 3.0865 -2.5283 -0.021
C -1.9764 0.6508 -4.6188 -0.021
H -2.2595 -2.1004 -3.9314 0.080
H -3.9841 -1.8630 -3.6677 0.093
H -3.0268 -2.7147 -2.4615 0.072
H -3.3019 -2.1528 -0.2259 0.077
H -4.7751 -1.1903 -0.2883 0.092
H -3.4946 -0.7886 0.8640 0.076
H -2.8880 1.4025 1.1462 0.071
H -4.2220 2.1165 0.2421 0.093
H -2.6454 2.9059 0.2515 0.066
H -2.9348 3.5700 -2.8613 0.096
H -1.2742 3.2173 -3.3208 0.067
H -1.6614 3.6329 -1.6559 0.053
H -1.1950 -0.0512 -4.9151 0.075
H -1.6848 1.6554 -4.9269 0.073
H -2.8725 0.3975 -5.1913 0.093
O 2.9089 -1.7525 -1.6729 0.112
C 2.4079 -0.6681 -1.4765 -0.571
O 1.4743 -0.4003 -0.6002 -0.174
C 2.8278 0.5418 -2.3206 -0.085
C 2.2981 1.8372 -1.7202 -0.244
C 2.8685 3.0582 -2.4422 -0.081
C 2.0560 3.0654 -3.7604 -0.081
C 1.2365 1.7912 -3.6099 -0.229
O 0.9082 1.8123 -2.1907 -0.199
C 2.1344 0.5425 -3.7232 -0.074
C 1.2269 -0.6497 -3.9919 -0.572
O 1.3408 -1.3460 -4.9752 0.097
O 0.2671 -0.7655 -3.1130 -0.212
H 3.9114 0.5300 -2.4257 0.161
H 2.2982 1.8686 -0.6373 0.147
H 3.9395 2.9426 -2.6041 0.121
H 2.7154 3.9713 -1.8676 0.109
H 2.6744 3.0494 -4.6561 0.122
H 1.3986 3.9337 -3.8141 0.114
H 0.3160 1.7404 -4.1811 0.132
H 2.8513 0.6348 -4.5354 0.159
C 5.7396 -4.2221 -2.0467 -0.081
O 5.3431 -3.6672 -0.8088 -0.082
C 4.3981 -4.3291 -0.1001 -0.286
C 3.9105 -5.5891 -0.4237 -0.008
C 2.9460 -6.1737 0.3890 -0.042
C 2.4206 -5.4908 1.4707 -0.292
C 2.9396 -4.2393 1.8128 -0.011
C 3.9262 -3.6741 1.0386 0.014
N 1.4128 -6.1815 2.2269 0.069
N 0.3465 -5.6427 2.5525 0.076
C 0.0116 -4.3279 2.0699 -0.245
C -0.2224 -3.3271 2.9718 -0.026
C -0.5175 -2.0130 2.5623 0.019
C -0.6423 -1.7232 1.2220 -0.331
O -0.9358 -0.5395 0.7200 -0.270
C -0.4504 -2.7707 0.2831 -0.136
N -0.5406 -2.3933 -1.0252 0.052
C -0.3323 -3.2989 -1.9540 -0.091
C -0.0893 -4.6505 -1.6483 -0.007
C 0.0086 -5.0415 -0.3444 0.016
C -0.1367 -4.0796 0.6812 -0.087
H 6.4493 -3.5215 -2.4773 0.091
H 4.8853 -4.3293 -2.7199 0.100
H 6.2255 -5.1927 -1.9135 0.091
H 4.2755 -6.1281 -1.2854 0.102
H 2.5764 -7.1674 0.1667 0.115
H 2.5728 -3.7091 2.6791 0.116
H 4.3343 -2.7014 1.2745 0.125
H -0.1318 -3.5509 4.0280 0.117
H -0.6479 -1.2297 3.2986 0.112
H -0.3321 -2.9499 -2.9771 0.108
H 0.0401 -5.3547 -2.4576 0.113
H 0.2052 -6.0741 -0.0890 0.112
C -1.0351 3.5418 7.0628 -0.069
C -1.9103 2.7125 6.1361 -0.200
N -1.7318 3.0672 4.7280 -0.055
C -2.8379 3.7347 4.0528 -0.208
C -3.0403 5.1714 4.5090 -0.070
C -0.6318 2.5720 4.1045 -0.419
O 0.1595 1.8286 4.6626 0.080
C -0.3814 2.9748 2.6777 -0.110
C -0.1819 4.2820 2.2744 -0.003
C 0.1256 4.5173 0.9435 -0.028
C 0.1755 3.4455 0.0707 -0.142
N -0.0483 2.1778 0.4395 0.080
C -0.2826 1.9611 1.7334 -0.053
H -1.1999 3.2529 8.1015 0.077
H -1.2555 4.6056 6.9640 0.067
H 0.0159 3.3789 6.8286 0.074
H -2.9666 2.8509 6.3713 0.117
H -1.6778 1.6535 6.2535 0.121
H -3.7482 3.1578 4.2455 0.124
H -2.6723 3.6919 2.9789 0.103
H -3.2745 5.2189 5.5733 0.070
H -3.8679 5.6273 3.9642 0.078
H -2.1445 5.7699 4.3369 0.068
H -0.2500 5.0981 2.9838 0.120
H 0.3181 5.5173 0.5799 0.111
H 0.3961 3.6000 -0.9753 0.095
H -0.4268 0.9313 2.0201 0.107
```

Calculated values
Charge   0
Gap between HOMO and LUMO   7.4 eV

=====

The winner here is Q, beating the second structure by 28.9 kJ/mol.

=====

P | An isolated ion of composition C4H9NP and charge +1. Source: the OMol25 dataset; level of theory: ωB97M-V/def2-TZVPD.

XYZ file:
```
15
Properties=species:S:1:pos:R:3:lowdin_charge:R:1
C 1.7894 0.2175 0.6177 -0.605
C 0.9121 1.2364 -0.0040 -0.275
C -0.4466 0.5949 -0.1603 -0.075
C -0.7452 -0.6713 0.1205 -0.099
N -2.1891 -0.9573 0.0315 0.159
P 3.0439 -0.5752 -0.1811 0.868
H 1.5671 -0.0470 1.5817 0.012
H 0.9356 2.0494 0.6945 0.117
H 1.3963 1.3864 -1.0278 0.106
H 2.9111 0.2287 -1.5080 -0.070
H -1.2625 1.2554 -0.7337 0.169
H -0.0824 -1.5044 0.5149 0.151
H -2.7750 -0.2481 -0.4230 0.166
H -2.7475 -1.0394 0.8805 0.170
H -2.3072 -1.9260 -0.4033 0.205
```

Calculated values
Charge   +1
SMILES string   [H]/P=C\C/C=C/[NH3+]
Gap between HOMO and LUMO   9.0 eV

=====

Q | An isolated ion of composition C4H9NP and charge +1. Source: the OMol25 dataset; level of theory: ωB97M-V/def2-TZVPD.

XYZ file:
```
15
Properties=species:S:1:pos:R:3:lowdin_charge:R:1
C -0.2915 1.1739 -0.0025 -0.204
C 1.7306 -0.5205 0.5800 -0.081
C 1.0374 0.4478 -0.3571 -0.282
C -1.0780 0.1371 0.5750 -0.359
N 0.8319 -0.9692 -0.4217 -0.002
P -2.6002 -0.2618 -0.0638 1.067
H 0.1175 2.0644 0.6405 0.182
H -0.8283 1.4452 -0.9724 0.123
H 2.7274 -0.6410 0.3499 0.100
H 1.2713 -0.6107 1.5356 0.104
H 1.7538 1.0582 -0.9824 0.167
H -1.0529 -0.3433 1.4674 0.046
H 1.2327 -1.4400 -1.1997 0.114
H -3.0869 -1.5404 0.3959 0.010
H -2.8989 0.2519 -1.3906 0.015
```

Calculated values
Charge   +1
Gap between HOMO and LUMO   8.2 eV

=====

The winner here is P, beating the second structure by 141.0 kJ/mol.